Computed, not measured: C32H58GeN7O3S6Si3Y as an isolated structure in a non-equilibrium geometry, with ωB97M-V/def2-TZVPD.

Last column: Mulliken charge in e.
Geometry (Å):
Y  15.50720  11.34965  14.03217  0.253
Ge  10.83267  11.68483  9.58635  0.044
S  18.09197  10.82447  14.54985  -0.486
S  16.44751  9.53901  18.42041  -0.100
S  18.60028  8.82383  16.65665  -0.092
S  15.24890  11.60940  16.68515  -0.457
S  17.97987  7.18131  19.22987  -0.225
S  17.60735  10.79474  9.88689  -0.214
Si  12.05529  11.06698  7.63176  0.392
Si  9.11889  10.25613  10.43326  0.422
Si  10.26897  14.04842  9.53489  0.282
O  15.74694  13.60475  13.08722  0.070
O  13.41392  13.42761  14.39246  0.057
O  15.70022  14.88884  10.54634  0.003
N  13.59147  10.07146  14.41331  -0.369
N  18.62402  11.30770  7.47689  -0.148
N  11.35815  9.30818  15.04541  -0.441
N  10.00076  7.50563  15.52506  -0.359
N  16.63053  10.15835  7.45956  -0.294
N  11.84979  7.88305  16.78121  -0.314
N  15.98175  9.79716  12.22750  0.478
C  11.09703  8.22456  15.75864  0.585
C  20.31666  13.09522  7.41351  -0.687
C  19.79263  11.95577  8.03258  0.596
C  17.61383  10.14645  16.09149  0.337
C  13.41227  12.35835  7.24192  -0.954
C  21.53373  13.65803  7.84726  -0.411
C  16.50195  7.45132  12.62814  -1.083
C  12.54027  9.63846  14.74173  0.449
C  16.88878  8.79270  12.52268  -0.348
C  8.98171  14.50774  10.84848  -1.067
C  12.04347  13.46161  14.83945  -0.753
C  16.86088  15.04658  11.36642  -0.732
C  22.18160  13.16154  8.95762  -0.496
C  12.86730  9.38296  7.76097  -0.587
C  20.51156  11.35449  9.10074  -0.119
C  17.62818  10.74286  8.20137  -0.058
C  14.94120  9.42878  11.43908  -0.487
C  21.68221  12.00323  9.55439  -0.652
C  15.61920  15.82564  9.43989  -0.710
C  13.92497  14.74227  14.17955  -0.372
C  7.61617  10.36908  9.32024  -1.000
C  11.83452  14.99393  9.94913  -1.023
C  16.95252  13.81830  12.24355  0.348
C  9.76001  8.54151  10.55498  -0.964
C  15.47460  14.58382  14.13795  -0.490
C  16.53306  10.49619  16.87794  0.202
C  14.62409  8.08407  11.26298  -0.537
C  17.77177  8.45320  18.18150  0.073
C  10.85638  11.04150  6.16458  -1.169
C  9.61008  14.55104  7.86594  -1.015
C  15.37050  7.09109  11.92344  -0.376
C  8.63395  10.70144  12.18366  -0.894
H  8.56103  14.34668  7.69304  0.334
H  14.15162  12.44858  8.04166  0.169
H  8.96486  7.82506  10.40678  0.386
H  13.89437  12.00798  6.32959  0.447
H  16.01602  15.50891  13.81068  0.436
H  16.84438  9.83534  6.48757  0.244
H  10.75882  9.99603  5.92491  0.422
H  12.12661  8.64220  7.47736  0.407
H  12.00697  13.75947  15.88310  0.287
H  17.85784  13.81949  12.90128  0.340
H  15.92019  14.21920  15.07902  0.224
H  11.14460  11.67512  5.27248  0.313
H  17.86530  9.13746  12.78014  0.698
H  20.07701  10.44811  9.58368  0.440
H  12.61892  8.48181  17.01814  0.167
H  9.44543  7.75930  14.73018  0.203
H  13.65420  9.32810  7.03704  0.369
H  23.13473  13.65589  9.18829  0.372
H  7.28024  11.42916  9.26663  0.244
H  12.93097  13.36220  7.01759  0.249
H  10.17268  8.43622  11.56720  0.169
H  16.78563  15.96714  11.96144  0.346
H  12.75820  14.41942  10.22808  0.108
H  9.75400  6.66102  16.02285  0.197
H  10.19989  14.08300  7.05012  0.203
H  8.84536  15.60096  10.91018  0.409
H  9.72381  15.65245  7.74494  0.371
H  11.51454  7.21494  17.47805  0.231
H  9.50439  10.82344  12.82506  0.165
H  15.75942  16.81203  9.85645  0.372
H  14.61791  15.68298  8.98838  0.014
H  13.58542  15.09360  13.17369  0.147
H  11.49048  14.10437  14.18486  0.332
H  7.80358  9.91458  8.31990  0.290
H  10.60181  8.26882  9.88224  0.188
H  6.80409  9.78572  9.80561  0.386
H  17.77182  15.12739  10.73602  0.530
H  13.30710  9.22698  8.74757  -0.335
H  13.77744  7.76875  10.65442  0.381
H  21.94023  14.50098  7.30474  0.375
H  16.04871  9.53198  8.03878  0.166
H  13.65934  15.47047  14.97989  0.432
H  18.41733  11.45797  6.50088  0.253
H  11.62529  15.52997  10.85681  0.426
H  8.03157  9.85807  12.59098  0.303
H  16.98877  12.93061  11.57556  -0.601
H  17.09612  6.81007  13.27446  0.483
H  9.90467  11.47553  6.48181  0.325
H  15.09530  6.04822  11.82186  0.468
H  12.14981  15.66762  9.13940  0.354
H  11.70942  12.42735  14.70578  0.039
H  8.00374  14.06837  10.60461  0.309
H  8.10303  11.66228  12.28375  0.307
H  9.23257  14.15534  11.90168  0.176
H  19.80479  13.65736  6.61407  0.306
H  14.27633  10.20066  11.07275  0.905
H  22.25947  11.61459  10.43710  0.303
H  16.37926  15.59568  8.71192  0.305

Cartesian forces (eV/Å) of the 3 atoms listed first:
0.128 0.888 0.496
-0.211 0.391 0.123
-0.367 0.829 0.085

Max |F| = 0.063 Eh/bohr
LUMO (alpha / beta) = -2.42 / -2.93 eV
Kohn-Sham gap (alpha / beta) = 6.257 / 5.754 eV
Net charge = +1
Relative energy (zero: lowest compared OMol25 entry of this formula, charge and spin) = 0.0 kcal/mol
Spin multiplicity = 2
E_HOMO (alpha / beta) = -8.680 / -8.680 eV

=====

Computed, not measured: C32H59Br15HgN3O3 as an isolated structure in a non-equilibrium geometry, with ωB97M-V/def2-TZVPD.

Last column: Mulliken charge in e.
Geometry (Å):
Hg  0.09997  0.05375  -28.37223  1.630
Br  5.95713  2.37063  -23.12119  -0.336
Br  3.41601  4.02384  -21.72956  -0.354
Br  6.37903  5.28433  -21.60304  -0.355
Br  6.33005  1.74656  -28.59022  0.055
Br  9.35014  2.47440  -27.41847  -0.091
Br  3.33195  5.05785  -28.05464  0.041
Br  -1.51731  -5.13622  -22.85837  -0.001
Br  -5.04354  -4.12981  -25.49554  -0.040
Br  0.62442  5.18924  -26.12502  -0.013
Br  -2.27763  -4.21665  -26.95679  0.199
Br  6.84102  4.70563  -27.55562  -0.033
Br  0.66086  6.00533  -29.33561  -0.091
Br  -1.66535  -2.96440  -20.26945  -0.067
Br  1.07964  -4.33609  -21.09574  -0.024
Br  -4.36585  -6.62864  -27.59703  -0.098
O  -0.39609  -0.50504  -30.84963  -0.788
O  -2.19806  0.57347  -28.85887  -0.058
O  0.30394  1.29971  -26.42646  -0.457
N  -3.37763  1.49352  -28.88422  -0.273
N  0.87777  -0.87466  -30.45871  1.158
N  1.15695  0.24543  -26.01517  0.898
C  1.39021  -1.94914  -24.92308  -0.945
C  -2.91904  2.95259  -29.06990  1.963
C  0.39763  -0.75416  -25.17315  2.615
C  2.47650  -2.61399  -29.77891  -1.104
C  7.39999  2.81673  -27.25857  -0.165
C  1.13488  -3.13023  -31.65716  -1.991
C  -0.83425  -1.37141  -25.80971  -2.030
C  -4.71745  -0.29664  -27.74605  -1.929
C  1.69476  1.50042  -30.57321  -1.848
C  -4.18942  3.84289  -29.19079  -1.265
C  3.30692  -0.29710  -30.35291  0.163
C  1.95981  0.01730  -30.98983  1.785
C  3.28493  1.40557  -26.76577  -0.438
C  -1.91207  3.53244  -28.00565  -1.506
C  0.02910  -3.04634  -29.46593  -1.747
C  -2.13780  3.12047  -30.41202  -1.329
C  5.38158  3.57148  -21.66917  -0.203
C  3.65281  -1.73884  -30.25004  -1.046
C  -0.14810  -0.18461  -23.87103  -1.879
C  2.47824  1.77824  -24.41455  -1.490
C  2.47826  0.80315  -25.60843  1.357
C  1.05454  -2.34404  -30.34905  1.898
C  1.67845  6.02409  -27.61678  -0.424
C  -5.25644  3.52706  -28.23852  -0.777
C  -5.57968  2.02260  -27.93644  -1.283
C  -4.28061  1.18567  -27.74314  2.068
C  -3.67363  1.44157  -26.33612  -1.719
C  2.16009  -0.09857  -32.50359  -2.013
C  3.40250  -0.47039  -25.30432  -1.334
C  2.72932  -1.53227  -24.32709  -0.962
C  -3.70090  -5.37218  -26.20247  -0.352
C  -0.61893  -3.68803  -21.80974  0.811
H  1.94168  -3.01281  -32.38062  0.281
H  4.55485  -1.73468  -29.63814  0.431
H  2.36349  1.25588  -23.46477  0.313
H  -0.41137  -2.80841  -22.41908  -0.682
H  -4.90589  3.92713  -27.28712  0.334
H  1.04914  -4.21680  -31.64543  0.448
H  3.30026  -2.45130  -24.19476  0.477
H  2.75682  -3.66620  -29.82785  0.426
H  2.38049  2.21148  -31.03397  0.474
H  0.17234  -2.88951  -28.39683  -0.532
H  2.77030  0.65127  -33.00706  0.449
H  3.24581  0.08585  -29.33423  -1.095
H  -0.97254  2.99685  -27.86954  0.198
H  4.29874  1.57747  -26.40417  0.487
H  1.98757  7.04855  -27.40937  0.419
H  2.52981  -1.09048  -23.35081  0.300
H  -2.00167  4.16668  -30.68591  0.409
H  4.33950  -0.12560  -24.86700  0.491
H  -2.80459  2.78281  -31.20543  0.555
H  0.61567  0.06117  -23.13322  0.317
H  -5.95085  1.69854  -28.90872  0.453
H  -1.16984  -2.16259  -25.13926  0.959
H  -3.99383  4.90027  -29.01255  0.268
H  1.80270  2.62085  -24.56200  0.112
H  0.77907  -2.61683  -24.31580  0.338
H  -4.59442  3.90934  -30.20058  0.492
H  -0.81764  -0.88993  -23.37875  0.496
H  1.66165  -2.47210  -25.84011  -0.030
H  0.30749  -4.09541  -29.36569  0.583
H  -1.64380  4.55384  -28.27564  0.238
H  -1.63895  -0.68429  -26.07131  -0.088
H  2.33200  -2.72717  -28.70448  -0.059
H  -4.01122  -1.04662  -27.38985  0.183
H  -3.30711  -6.09455  -25.48748  0.315
H  3.71282  -1.05432  -26.17083  0.343
H  -6.16305  4.00775  -28.60607  0.437
H  4.06742  0.18904  -30.96398  0.607
H  -1.15927  2.64032  -30.41858  -0.400
H  -2.42596  3.61685  -27.04810  0.368
H  -2.58450  1.40682  -26.30992  0.124
H  3.33694  2.41522  -24.20250  0.109
H  2.52841  -1.04597  -32.89712  0.282
H  -4.94129  -0.55561  -28.78090  0.453
H  3.91690  -2.20784  -31.19788  0.448
H  3.31973  0.71769  -27.61058  -0.524
H  1.19555  0.10407  -32.96911  0.403
H  1.70502  1.70758  -29.50313  0.277
H  5.59522  3.09133  -20.71423  0.275
H  0.21128  -2.94687  -32.20619  0.488
H  -0.64325  -1.91136  -26.73710  -0.516
H  -4.00606  2.39467  -25.92483  0.306
H  -0.74082  0.73013  -23.87883  0.183
H  -4.05891  0.61995  -25.73229  0.537
H  7.26581  2.50369  -26.22314  0.166
H  -6.36491  1.79763  -27.21469  0.329
H  -5.58081  -0.50222  -27.11324  0.481
H  -0.95342  -3.00360  -29.93597  0.414
H  2.96466  2.40675  -27.05414  -0.130
H  0.77986  1.96862  -30.93633  -0.003

Cartesian forces (eV/Å) of the 3 atoms listed first:
0.482 0.089 0.096
0.791 -1.272 -1.156
-1.225 -0.002 0.304

Max |F| = 0.115 Eh/bohr
LUMO (alpha / beta) = 2.41 / 2.41 eV
Kohn-Sham gap (alpha / beta) = 2.993 / 2.151 eV
Net charge = -2
Spin multiplicity = 2
E_HOMO (alpha / beta) = -0.583 / 0.259 eV